[1]
The following is a DFT calculation (the ωB97M-V functional and the def2-TZVPD basis) of C32H32F5IrO6S3SiTe as an isolated structure at a distorted geometry.

The geometry in ORCA input format:
```
! wB97M-V def2-TZVPD RIJCOSX def2/J DEFGRID3
* xyz 1 6
Ir 0.2853 -1.8442 -0.2643
C 2.5758 -3.8301 -1.9545
C 1.3877 -3.5964 -2.8871
S -0.2663 -3.6291 -2.1375
C -0.3037 -5.2689 -1.3705
C -0.7320 -5.2467 0.0930
S 0.1545 -4.1082 1.1843
C 1.8588 -4.7236 1.0709
C 2.8784 -3.5957 0.9356
S 2.6990 -2.5835 -0.6367
H 3.4869 -3.7378 -2.5468
H 2.5738 -4.8331 -1.5351
H 1.3978 -4.3323 -3.6915
H 1.4459 -2.6035 -3.3357
H 0.6701 -5.7368 -1.4977
H -1.0245 -5.8674 -1.9275
H -0.6465 -6.2485 0.5148
H -1.7747 -4.9408 0.1856
H 1.9231 -5.4467 0.2627
H 2.0881 -5.2405 2.0033
H 3.8800 -4.0232 0.8845
H 2.0090 -2.3818 2.2640
O 0.0812 -0.6954 -1.7991
Si -0.2120 0.9466 -2.0220
C 0.4845 2.0535 -0.6855
C 1.8369 2.4043 -0.6292
C 2.3553 3.1074 0.4517
C 1.5285 3.4679 1.5075
C 0.1757 3.1630 1.4487
C -0.3358 2.4618 0.3678
C -2.0664 1.1551 -1.9258
C -2.6777 2.3165 -2.4033
C -4.0405 2.5248 -2.2587
C -4.8293 1.5688 -1.6323
C -4.2477 0.4021 -1.1563
C -2.8810 0.2029 -1.3053
C 0.5039 1.4549 -3.6532
C 0.8388 2.7871 -3.9108
C 1.4328 3.1601 -5.1068
C 1.7150 2.2028 -6.0707
C 1.3862 0.8744 -5.8411
C 0.7871 0.5106 -4.6454
H 2.5036 2.1092 -1.4316
H 3.4100 3.3477 0.4936
H 1.9264 4.0056 2.3579
H -0.4756 3.4741 2.2581
H -1.3960 2.2387 0.3284
H -2.0801 3.0719 -2.9027
H -4.4915 3.4316 -2.6402
H -5.8952 1.7267 -1.5306
H -4.8611 -0.3547 -0.6828
H -2.4423 -0.7190 -0.9352
H 0.6398 3.5483 -3.1641
H 1.6870 4.1969 -5.2833
H 2.1908 2.4917 -6.9985
H 1.5980 0.1269 -6.5945
H 0.5213 -0.5284 -4.4806
F 1.6324 1.6167 4.1278
Te 2.6060 0.7385 2.5899
F 1.5275 -0.3900 0.5679
F 3.2933 -0.3763 3.9114
F 4.0992 0.1400 1.5303
F 3.8466 2.0804 3.0395
O 2.8861 -2.7189 1.9978
O 0.6857 -1.0246 3.0461
C -0.4133 -0.7873 2.5333
O -0.9074 -1.2774 1.4675
C -1.2650 0.2601 3.2227
C -2.3815 0.8344 2.5230
C -3.1157 1.8818 3.0251
C -2.6980 2.3383 4.2666
O -3.1833 3.3376 4.9867
C -2.4073 3.4311 6.1872
O -1.4323 2.3901 6.1122
C -1.6057 1.7483 4.9714
C -0.8681 0.6851 4.4632
H -2.6232 0.4157 1.5541
H -3.9449 2.3284 2.4969
H -3.0510 3.2657 7.0493
H -1.9051 4.3963 6.2209
H -0.0120 0.2687 4.9714
*
```

Computed properties:
relative energy (zero: lowest compared OMol25 entry of this formula, charge and spin)	0.0	kJ/mol
gap between HOMO and LUMO (alpha / beta)	7.301 / 4.966	eV
M	1051.7	g/mol
maximum force	1.4	eV Å⁻¹
expectation value of S²	8.779

***

[2]
The following is a DFT calculation (the ωB97M-V functional and the def2-TZVPD basis) of C32H32FN3O4S2Tc as an isolated structure.

The geometry in ORCA input format:
```
! wB97M-V def2-TZVPD RIJCOSX def2/J DEFGRID3
* xyz 3 3
Tc -1.5253 -0.2262 2.1013
F 0.4221 1.5022 -4.2308
C 1.1629 0.8929 -3.2948
C 0.6133 0.6726 -2.0678
C 1.3815 0.0900 -1.0488
C 0.8245 -0.1288 0.2668
O -0.4025 0.2232 0.4745
C 1.6583 -0.7161 1.2229
C 2.9560 -1.0522 0.8752
N 3.4753 -0.8640 -0.3287
C 4.8738 -1.2104 -0.5737
C 5.1900 -2.3846 -1.4525
C 5.4288 -2.4629 0.0248
C 2.7097 -0.2704 -1.3291
C 3.2424 -0.0533 -2.6062
C 2.4898 0.5266 -3.6092
N 3.0658 0.7195 -4.8829
C 4.1420 1.6985 -4.9862
C 5.0306 1.3813 -6.1758
N 4.1945 1.3158 -7.4253
C 3.0581 0.3385 -7.2798
C 2.2224 0.7199 -6.0713
C 1.2882 -0.9682 2.6517
O 2.0202 -1.5557 3.3950
O 0.1393 -0.4227 3.0562
H -0.4075 0.9700 -1.8771
H 3.5982 -1.4895 1.6281
H 5.5070 -0.3335 -0.6166
H 6.0391 -2.3009 -2.1159
H 4.3542 -2.9513 -1.8410
H 6.4416 -2.4169 0.3966
H 4.7687 -3.1022 0.5945
H 4.2492 -0.3729 -2.8311
H 4.7578 1.6773 -4.0894
H 3.7414 2.7194 -5.0825
H 5.5023 0.4063 -6.0677
H 5.7939 2.1434 -6.3199
H 4.7796 1.0562 -8.2224
H 3.8183 2.2446 -7.6355
H 3.5049 -0.6472 -7.1637
H 2.4704 0.3692 -8.1952
H 1.4286 -0.0169 -5.9692
H 1.7469 1.6939 -6.2474
S -1.8420 -3.3875 0.8773
C -1.7016 -1.9754 1.3947
O -2.5067 -0.9728 3.7336
S -2.4626 -0.2269 5.1019
C -3.7432 -1.1049 6.0503
C -5.0834 -1.1293 5.3890
C -5.3404 -2.0132 4.3422
C -6.5835 -2.0176 3.7278
C -7.5771 -1.1451 4.1553
C -7.3316 -0.2732 5.2067
C -6.0881 -0.2655 5.8223
C -3.2910 1.3518 4.6830
C -3.0146 1.6342 3.2374
C -1.9952 2.4975 2.8415
C -1.7868 2.7758 1.4835
C -2.5345 2.1282 0.5180
C -3.4855 1.1677 0.8952
C -3.7561 0.9524 2.2470
H -3.7453 -0.6002 7.0199
H -3.3008 -2.0937 6.1857
H -4.5775 -2.7164 4.0321
H -6.7901 -2.7220 2.9329
H -8.5514 -1.1632 3.6858
H -8.1122 0.3861 5.5609
H -5.9103 0.3939 6.6651
H -2.8710 2.1123 5.3397
H -4.3592 1.2363 4.8666
H -1.3956 2.9991 3.5916
H -1.0318 3.4964 1.2001
H -2.3725 2.3384 -0.5298
H -4.0722 0.6536 0.1456
H -4.5424 0.2684 2.5468
*
```

Computed properties:
relative energy (zero: lowest compared OMol25 entry of this formula, charge and spin)	0.0	kJ/mol
gap between HOMO and LUMO (alpha / beta)	7.635 / 5.865	eV
M	703.8	g/mol
maximum force	0.1	eV Å⁻¹
expectation value of S²	2.027